# 1
Here is a cluster of 6 separate species, C20H51ClF3N3O5P in total from OMol25. Energies are from wB97M-V/def2-TZVPD.

## Properties
Gap between HOMO and LUMO ... 0.352 hartree
Net charge ... +1
2S+1 ... 1
Electronic energy ... -66231.630 eV
HOMO energy ... -11.66 eV

Structure (XYZ):
```
84
Properties=species:S:1:pos:R:3:forces:R:3
N -2.289562 3.949036 0.414519 0.2 -0.3 -0.2
P -1.445798 2.973992 -0.473211 -0.2 0.8 0.7
C -2.051692 1.232120 -0.344687 0.2 -0.1 0.1
C -0.957024 0.142865 -0.634147 -0.1 0.0 -0.1
C -0.917585 -0.904846 0.487473 0.1 0.2 0.0
C -2.034800 -1.947050 0.440605 0.2 -0.3 0.3
C -2.303390 -2.680392 1.763416 -0.3 0.0 -0.1
Cl -0.829143 -2.988508 2.721466 0.1 0.0 0.0
N -0.983960 -0.433324 -1.968144 -0.2 -0.3 -0.1
C -2.278475 -0.582951 -2.593403 0.1 0.0 -0.1
C -3.071457 0.710089 -2.547071 0.0 0.1 0.1
N -3.346502 1.004822 -1.091386 0.1 -0.1 -0.2
C -4.401103 2.064149 -0.914607 -0.3 0.1 0.0
C -4.841516 2.271778 0.530954 -0.1 -0.1 0.1
C -5.607621 1.084475 1.079603 0.0 -0.1 -0.2
F -6.573061 0.648065 0.246523 0.1 0.2 0.0
F -4.759762 0.016593 1.240805 0.0 0.1 0.0
F -6.162649 1.335262 2.254393 0.1 0.0 0.1
H -1.738395 4.452408 1.098632 -0.2 0.1 0.0
H -1.435075 3.288066 -1.844335 0.1 -0.3 -0.1
H -0.092001 2.850040 -0.125907 0.1 -0.3 -0.3
H -2.297546 1.185943 0.722333 -0.1 -0.1 -0.2
H -0.000078 0.657953 -0.566819 0.1 0.0 0.1
H 0.061754 -1.387713 0.413924 -0.2 0.0 0.1
H -0.909922 -0.363097 1.444654 -0.1 -0.2 -0.1
H -1.794919 -2.693122 -0.322100 0.0 0.2 -0.1
H -2.993715 -1.491378 0.172752 0.0 -0.1 0.0
H -2.987961 -2.114552 2.401787 0.2 -0.1 -0.1
H -2.732940 -3.666325 1.569297 -0.1 0.3 0.1
H -0.351224 0.025010 -2.609720 0.0 0.2 0.0
H -2.857002 -1.374834 -2.103392 0.0 0.0 -0.1
H -2.151962 -0.884487 -3.637876 0.0 0.0 0.2
H -2.465295 1.531164 -2.938524 -0.2 0.0 0.0
H -4.030186 0.655806 -3.066933 0.1 0.0 0.1
H -3.742327 0.139659 -0.714155 0.0 0.0 0.1
H -5.249563 1.724088 -1.517428 0.1 0.1 0.1
H -4.035459 2.997878 -1.348856 0.1 -0.1 0.2
H -3.999557 2.479089 1.191253 -0.1 0.1 -0.1
H -5.484809 3.156532 0.583246 0.1 -0.2 -0.1
C 1.165483 3.715300 -3.881836 -0.1 0.0 0.0
C 1.405937 2.241159 -3.637039 -0.1 0.1 -0.2
O 0.238548 1.467037 -3.988316 0.0 0.1 0.2
H 0.302283 4.060772 -3.308842 0.0 0.0 0.0
H 2.034489 4.310320 -3.603179 0.0 0.0 0.0
H 0.953364 3.900143 -4.937145 0.1 0.0 0.0
H 1.602802 2.046562 -2.582825 -0.1 0.0 0.0
H 2.265808 1.889597 -4.204440 0.1 0.0 0.1
H 0.066960 1.630928 -4.920502 0.0 -0.1 -0.1
C -3.664512 -3.685548 6.031638 0.0 0.0 -0.1
C -3.057202 -5.075073 6.087678 0.0 0.0 0.0
O -2.922109 -5.660096 4.796659 0.0 0.1 0.0
H -4.640461 -3.718265 5.545957 0.0 0.0 0.0
H -3.787127 -3.270145 7.032610 0.0 0.0 0.0
H -3.020910 -3.009538 5.461471 0.0 0.0 0.0
H -3.700790 -5.751542 6.647736 0.0 0.0 0.0
H -2.086385 -5.044611 6.593594 0.0 0.0 0.0
H -2.343647 -5.093004 4.277759 0.1 0.0 0.0
C 3.612801 -1.226668 -0.588042 0.0 -0.1 0.0
C 3.081997 0.172571 -0.796921 0.0 -0.1 0.1
O 2.105212 0.492150 0.200626 0.0 0.2 -0.1
H 2.797107 -1.949800 -0.621418 0.0 0.0 0.0
H 4.354038 -1.501366 -1.339673 0.0 0.1 0.0
H 4.074906 -1.292370 0.397459 0.0 -0.1 0.0
H 2.583367 0.272003 -1.760988 0.0 0.0 0.0
H 3.898074 0.902606 -0.763091 0.0 0.0 -0.1
H 2.534955 0.378919 1.056958 0.0 -0.2 0.1
C 6.270006 0.660614 -4.277150 -0.1 0.0 0.1
C 5.673082 2.035922 -4.499683 0.0 0.0 0.0
O 4.639771 2.338521 -3.557956 0.0 0.0 0.0
H 5.496139 -0.105711 -4.335209 0.0 0.0 0.0
H 7.032414 0.441767 -5.024833 0.0 0.0 0.0
H 6.738083 0.596700 -3.291836 0.0 0.0 0.0
H 5.198311 2.095321 -5.478158 0.0 0.0 0.0
H 6.450598 2.804199 -4.461010 0.0 0.0 0.0
H 5.030375 2.313245 -2.679586 0.0 0.0 0.0
C 5.101975 -1.884162 4.681576 -0.1 0.0 0.0
C 5.010382 -1.470325 3.227478 0.0 0.0 0.0
O 3.739063 -0.894870 2.906006 0.0 0.2 -0.1
H 4.312204 -2.594394 4.925548 0.0 0.0 0.0
H 6.065522 -2.348454 4.891525 0.0 0.0 0.0
H 4.995274 -1.018333 5.339084 0.0 0.0 0.0
H 5.105390 -2.337348 2.575133 0.0 0.0 0.0
H 5.813691 -0.771105 2.974334 0.0 0.0 0.0
H 3.616029 -0.127927 3.473924 0.0 0.0 0.1
```
Forces are in eV/Å.

***

# 2
Here is a cluster of 2 separate species, C4H11NO in total from OMol25. Energies are from wB97M-V/def2-TZVPD.

## Properties
Gap between HOMO and LUMO (spin up / spin down) ... 0.368 / 0.195 hartree
Energy above the lowest of the compared OMol25 structures with the same formula, charge and spin ... 1.744 eV
Net charge ... +1
2S+1 ... 2
Electronic energy ... -7854.597 eV
HOMO energy (spin up / spin down) ... -14.51 / -14.48 eV
⟨S²⟩ ... 0.755

Structure (XYZ):
```
17
Properties=species:S:1:pos:R:3:forces:R:3
C 1.420935 2.357389 -0.741914 -0.8 -1.1 -0.1
C 0.911816 1.357681 0.254755 0.4 0.1 0.6
O 0.301445 0.314382 -0.129645 -0.3 0.1 -0.6
N 1.105676 1.479821 1.535883 -0.4 0.1 0.6
H 0.563749 0.910750 2.178232 0.3 -0.2 0.0
H 1.693577 2.193627 1.942177 0.0 0.2 -0.2
H 2.341725 1.942731 -1.126104 0.6 0.3 0.1
H 1.421372 3.336971 -0.286029 0.4 0.2 0.0
H 0.745911 2.329445 -1.581178 -0.4 0.2 -0.4
C -1.280713 -2.896105 0.093410 0.3 -0.1 -0.7
C -2.215635 -2.223095 -0.908302 1.6 -0.2 -1.1
H -1.839333 -3.483888 0.819233 0.3 0.3 0.4
H -0.622329 -3.590816 -0.437374 -0.3 -0.2 -0.1
H -0.520304 -2.216543 0.486276 -0.5 0.2 0.7
H -2.632932 -3.002649 -1.535393 -0.9 0.0 0.2
H -1.599600 -1.703313 -1.660464 0.0 0.2 0.3
H -2.917085 -1.497171 -0.533878 -0.5 -0.1 0.3
```
Forces are in eV/Å.

***

# 3
Here is a cluster of 22 separate species, C22H88O22 in total from OMol25. Energies are from wB97M-V/def2-TZVPD.

## Properties
Gap between HOMO and LUMO ... 0.358 hartree
Energy above the lowest of the compared OMol25 structures with the same formula, charge and spin ... 1.290 eV
2S+1 ... 1
Electronic energy ... -69276.277 eV
HOMO energy ... -9.73 eV

Structure (XYZ):
```
132
Properties=species:S:1:pos:R:3:forces:R:3
C -1.069506 1.203341 2.769704 -0.3 0.9 0.0
O -0.525256 0.018995 3.237760 0.4 -1.1 0.4
H -0.310712 1.749799 2.209605 -0.2 0.2 -0.4
H -1.959227 0.952374 2.192198 -0.1 0.6 -0.3
H -1.336649 1.848121 3.606952 -0.1 -0.2 0.1
H -0.297331 -0.468939 2.443040 0.2 -0.4 -0.3
C -5.155182 2.095127 -0.008771 0.1 0.9 -0.1
O -4.520926 3.288658 -0.492217 -0.5 -1.0 -0.8
H -5.459375 1.466040 -0.845320 0.4 0.0 -0.2
H -4.462910 1.559102 0.640496 -0.3 -0.1 0.1
H -6.094690 2.336920 0.488162 0.1 0.0 0.4
H -4.152201 3.802155 0.230247 -0.1 0.2 0.3
C -5.305053 -2.302256 1.111942 0.1 0.2 0.1
O -5.483476 -0.902788 0.942809 -0.7 -0.4 0.3
H -5.451261 -2.867159 0.191285 -0.1 0.1 -0.3
H -4.313236 -2.554913 1.486862 0.1 0.1 0.1
H -6.037130 -2.676412 1.827596 0.0 0.1 0.1
H -4.645302 -0.469363 0.766148 0.4 -0.3 -0.3
C 2.705050 2.949245 1.957696 -0.8 0.2 -0.6
O 2.825180 3.840847 3.067703 0.3 -0.7 -0.4
H 3.602575 2.943113 1.339220 0.2 -0.3 0.2
H 2.384706 1.972490 2.320250 0.4 -0.3 -0.1
H 1.911289 3.266675 1.281473 -0.1 0.4 0.2
H 3.444697 3.326028 3.589973 0.1 0.6 0.8
C -0.727283 3.527492 -2.299055 -0.1 0.6 0.3
O 0.606752 2.971948 -2.353225 -1.4 0.4 0.2
H -0.691670 4.488605 -1.786118 0.3 -0.1 0.1
H -1.200862 3.754883 -3.254101 0.5 -0.3 -0.4
H -1.465875 2.929615 -1.765087 0.3 -0.5 0.2
H 0.697799 2.483291 -3.174527 0.1 -0.2 -0.6
C 3.594843 2.005529 -2.737622 -0.1 0.5 0.8
O 3.075501 2.612820 -1.527800 1.8 -0.2 -0.3
H 4.684395 2.036753 -2.738227 0.1 -0.5 0.8
H 3.203527 0.988577 -2.765431 0.2 0.0 -0.6
H 3.450938 2.597766 -3.641308 -1.0 0.0 -0.1
H 2.126620 2.745726 -1.587438 -0.6 0.1 -0.5
C 2.522843 -5.294787 -1.263922 1.4 -1.2 0.2
O 3.865805 -5.566724 -1.820769 -0.8 1.4 0.3
H 2.469635 -5.855924 -0.330968 -0.5 -0.3 -0.3
H 2.395715 -4.265607 -0.928194 0.5 0.3 -0.6
H 1.731817 -5.572568 -1.960493 0.1 0.0 0.1
H 3.932934 -6.436239 -2.222065 -0.5 0.0 0.2
C 1.287653 6.502071 1.602860 0.9 0.5 0.1
O 1.154044 6.154264 2.975070 -1.0 0.2 -0.5
H 0.408244 6.888251 1.087490 -0.6 -0.3 0.7
H 1.979780 7.343096 1.561280 0.4 -0.1 -0.4
H 1.653896 5.663395 1.010752 0.2 0.0 -0.1
H 1.811299 5.476682 3.149678 0.1 -0.3 0.1
C -2.065106 -4.354388 3.383460 0.5 -1.7 -0.1
O -1.528291 -5.447496 2.564111 -0.7 1.3 -0.1
H -1.281902 -4.320912 4.140807 -0.6 0.9 0.4
H -2.266356 -3.428849 2.844038 0.6 0.1 -0.2
H -3.037741 -4.639994 3.784087 0.1 -0.2 0.3
H -1.612442 -5.114929 1.667500 -0.1 -0.5 -0.4
C 4.547159 -0.352094 0.490065 0.0 -0.4 0.6
O 3.958074 -1.020998 1.612623 -0.5 -0.1 -0.1
H 5.378314 -0.975130 0.159740 0.2 0.5 -0.4
H 3.792953 -0.275672 -0.293151 0.1 0.0 0.1
H 4.846117 0.644283 0.815604 0.2 0.0 -0.4
H 4.656037 -1.364149 2.175382 0.0 0.0 0.1
C -1.806960 4.613254 1.043654 -0.4 0.2 0.3
O -3.209384 4.962702 1.094655 0.7 -0.2 0.0
H -1.419658 4.598419 2.062416 0.3 0.1 -0.1
H -1.683070 3.619576 0.613136 -0.3 0.1 -0.1
H -1.269295 5.332378 0.425698 0.1 -0.1 0.1
H -3.260385 5.881456 1.368319 -0.1 0.0 0.0
C -1.517627 -3.642146 -0.733333 0.4 0.3 -0.2
O -2.166832 -4.836452 -0.328009 -0.2 0.3 0.4
H -1.896547 -2.711495 -0.310948 -0.7 -0.2 0.1
H -0.494907 -3.661713 -0.356841 0.2 -0.3 -0.5
H -1.605329 -3.617137 -1.819509 0.6 0.4 -0.1
H -3.021615 -4.812953 -0.764348 -0.2 -0.4 0.2
C 4.114917 -2.144401 -3.144407 0.4 0.6 1.6
O 5.460087 -2.191522 -2.630435 -0.1 0.0 -0.8
H 4.055335 -1.346621 -3.884736 0.2 -0.4 -0.3
H 3.709884 -3.109701 -3.448148 0.3 0.0 -0.3
H 3.528240 -1.784600 -2.299159 -0.7 0.0 -0.1
H 5.439907 -2.532191 -1.733145 -0.1 -0.2 -0.1
C 5.429064 4.992935 -2.457015 -0.2 0.0 -0.3
O 4.127302 5.226349 -1.989993 -0.2 0.4 0.1
H 5.856131 4.147277 -1.917963 0.6 0.2 0.2
H 5.417074 4.721468 -3.512604 0.1 0.0 -0.3
H 5.985461 5.925006 -2.358187 0.3 -0.3 0.2
H 3.782186 4.358939 -1.766177 -0.6 -0.3 0.2
C -2.902647 -0.438637 -1.522598 0.8 -0.8 -0.3
O -2.975442 -0.345141 -0.113300 -0.7 0.2 -0.1
H -2.764923 0.520316 -2.022142 -0.2 0.2 0.1
H -2.071162 -1.088567 -1.795229 0.5 0.2 -0.1
H -3.729344 -0.998593 -1.959757 -0.6 0.4 0.4
H -2.105387 -0.472305 0.271963 0.5 -0.1 -0.1
C -0.203185 -7.765201 -1.124932 -0.2 -0.1 0.6
O 0.072294 -6.683835 -0.247681 0.8 -0.1 -0.2
H -0.425920 -7.481733 -2.153589 -0.2 0.3 0.0
H 0.652871 -8.436772 -1.190171 0.2 0.2 0.3
H -1.011553 -8.346399 -0.681256 -0.3 -0.2 -0.4
H -0.583629 -5.987769 -0.330454 -0.5 -0.3 -0.2
C -4.444950 2.731733 -3.848066 0.2 0.8 0.0
O -3.275402 2.173872 -4.438373 0.1 -0.9 0.3
H -4.099540 3.476849 -3.131409 -0.3 0.2 -0.1
H -5.012080 3.171453 -4.668498 -0.4 0.2 0.3
H -5.062507 2.041149 -3.273754 0.1 -0.3 -0.2
H -3.484956 1.245410 -4.563481 0.3 -0.1 -0.3
C 0.513299 0.184670 -0.475044 -0.4 1.6 0.7
O -0.144248 -0.767283 0.318224 -0.6 -0.4 0.0
H 0.469249 1.101310 0.113124 0.0 0.5 -0.3
H 1.586921 0.044068 -0.600220 -0.1 -0.6 -0.4
H -0.057842 0.365452 -1.385650 0.4 -0.1 -0.3
H 0.476462 -1.481647 0.479459 0.4 -0.9 0.4
C 2.225603 0.053687 4.738522 -0.7 -0.2 -0.6
O 1.214149 -0.850218 5.111551 0.4 -0.6 1.0
H 2.304786 0.013497 3.652150 0.5 0.1 -0.2
H 1.965288 1.078643 5.002712 0.1 0.2 0.2
H 3.164362 -0.245588 5.204641 -0.1 0.1 0.0
H 0.460211 -0.748138 4.526107 -0.1 0.4 -0.1
C 1.694447 -3.656266 1.944499 2.0 -0.5 0.9
O 1.706601 -2.514752 1.111888 -1.5 -0.2 -0.7
H 0.752970 -4.038395 2.339088 -0.3 0.5 -0.7
H 2.275974 -4.457263 1.488063 -0.5 -0.3 -0.4
H 2.318491 -3.439560 2.811499 -0.2 0.2 0.5
H 2.576068 -2.108332 1.133264 0.5 0.3 0.4
C -4.208383 -1.185825 4.310582 -0.2 0.7 0.7
O -5.075574 -2.026082 5.053770 -0.1 -0.5 0.0
H -3.780657 -0.457297 4.999344 0.4 0.1 -0.1
H -3.387842 -1.758979 3.878959 -0.2 0.0 -0.1
H -4.790128 -0.629899 3.575317 0.2 -0.1 -0.4
H -5.373048 -1.536779 5.824292 0.0 -0.1 -0.1
C 0.175779 0.727629 -5.424238 0.1 0.0 0.1
O 1.061471 1.686940 -4.859506 0.2 -0.1 0.2
H -0.307577 0.220238 -4.589361 -0.2 0.2 0.0
H -0.543059 1.239197 -6.064300 -0.2 -0.3 0.0
H 0.707366 -0.053883 -5.967147 0.1 0.1 -0.2
H 1.643103 2.030419 -5.541645 0.0 0.1 0.0
```
Forces are in eV/Å.